DFT (ωB97M-V with the def2-TZVPD basis set) results for 20 unconnected molecules or ions with the total composition C90H176Cl2F18N12O30S6 in a non-equilibrium geometry.

ORCA input file:
```
! RIJCOSX wB97M-V def2-TZVPD def2/J DEFGRID3
* xyz 4 1
C -6.048 1.679 0.343
C -4.971 1.204 1.356
O -4.877 -0.023 1.694
N -4.183 2.284 2.097
H -3.332 1.837 2.408
H -3.883 3.017 1.470
C -4.854 2.971 3.376
H -6.619 0.819 -0.008
H -5.436 2.068 -0.471
H -6.679 2.364 0.908
H -5.821 3.377 3.076
H -4.106 3.707 3.668
H -4.928 2.160 4.101
C -6.610 6.237 -0.963
C -5.875 7.528 -1.220
O -5.922 8.259 -2.210
N -4.612 7.840 -0.355
H -4.135 6.990 -0.089
H -4.000 8.374 -0.956
C -5.015 8.787 0.800
H -5.999 5.335 -0.994
H -7.537 6.235 -1.537
H -6.987 6.250 0.059
H -4.213 9.405 1.203
H -5.333 8.181 1.649
H -5.840 9.435 0.504
C 0.621 8.545 2.443
C -0.875 8.241 2.342
O -1.567 8.371 1.350
N -1.557 7.712 3.597
H -0.843 7.548 4.291
H -2.032 8.534 3.942
C -2.281 6.329 3.447
H 1.268 7.668 2.400
H 0.874 9.100 3.346
H 0.993 9.128 1.601
H -3.107 6.419 2.741
H -2.577 5.918 4.412
H -1.428 5.760 3.075
C -0.718 -1.228 8.011
C 0.472 -0.416 8.646
O 0.355 0.573 9.310
N 1.901 -0.802 8.161
H 2.440 -0.802 9.015
H 1.836 -1.695 7.694
C 2.329 0.186 7.012
H -0.585 -1.301 6.932
H -1.718 -0.800 8.078
H -0.896 -2.124 8.607
H 3.352 -0.064 6.732
H 2.242 1.182 7.445
H 1.702 0.022 6.135
C 2.771 5.034 2.184
C 3.567 4.500 3.470
C 3.111 3.000 3.663
C 3.732 2.008 2.749
C 5.242 2.089 2.983
C 5.836 3.439 2.540
N 5.082 4.504 3.240
O 5.714 5.770 3.357
C 5.702 3.592 0.993
C 7.326 3.471 2.921
C 3.190 5.306 4.710
H 3.170 5.985 1.831
H 1.726 5.200 2.446
H 2.736 4.309 1.372
H 2.021 3.041 3.668
H 3.280 2.594 4.660
H 3.511 2.192 1.698
H 3.322 1.038 3.030
H 5.766 1.234 2.556
H 5.392 1.999 4.059
H 6.248 4.480 0.676
H 4.700 3.702 0.578
H 6.253 2.772 0.533
H 7.866 2.758 2.298
H 7.439 3.273 3.986
H 7.905 4.350 2.639
H 3.564 4.868 5.635
H 2.104 5.241 4.786
H 3.430 6.366 4.635
C -2.100 4.423 -4.468
C -3.581 4.564 -4.621
C -3.878 6.051 -4.610
C -5.296 6.432 -5.027
C -5.674 5.883 -6.433
C -5.470 4.358 -6.547
N -4.151 3.941 -5.848
O -3.665 2.661 -6.315
C -5.247 4.017 -8.043
C -6.703 3.633 -5.956
C -4.319 3.911 -3.469
H -1.607 5.045 -5.215
H -1.831 3.374 -4.588
H -1.820 4.716 -3.456
H -3.099 6.592 -5.146
H -3.642 6.408 -3.608
H -5.408 7.515 -4.988
H -5.943 6.053 -4.236
H -5.089 6.363 -7.217
H -6.719 6.064 -6.682
H -5.292 2.937 -8.180
H -4.324 4.387 -8.490
H -6.058 4.394 -8.665
H -7.482 3.671 -6.718
H -7.052 4.061 -5.017
H -6.381 2.596 -6.052
H -4.080 2.855 -3.344
H -5.403 4.031 -3.490
H -4.083 4.394 -2.521
C -0.697 1.738 0.381
C -0.879 0.857 -0.807
C 0.407 0.851 -1.715
C 1.572 0.031 -1.203
C 1.211 -1.378 -0.743
C -0.028 -1.501 0.149
N -1.105 -0.590 -0.322
O -2.379 -0.784 0.132
C 0.313 -1.173 1.588
C -0.601 -2.942 0.040
C -2.110 1.310 -1.694
H -1.585 1.943 0.978
H -0.530 2.754 0.024
H 0.236 1.554 0.914
H 0.791 1.861 -1.864
H 0.247 0.506 -2.736
H 2.052 0.606 -0.411
H 2.305 0.069 -2.009
H 2.008 -1.897 -0.209
H 1.170 -1.946 -1.672
H -0.543 -0.916 2.213
H 1.105 -0.425 1.624
H 0.691 -2.085 2.050
H -0.879 -3.172 -0.988
H -1.451 -3.210 0.667
H 0.150 -3.686 0.307
H -1.848 2.277 -2.123
H -2.986 1.384 -1.049
H -2.326 0.688 -2.563
C 4.128 -3.300 -4.341
C 4.090 -4.342 -5.483
C 5.106 -5.422 -5.186
C 4.756 -6.544 -4.222
C 3.371 -7.071 -4.578
C 2.152 -6.051 -4.693
N 2.731 -4.935 -5.534
O 1.783 -4.092 -6.120
C 1.683 -5.483 -3.303
C 0.930 -6.730 -5.449
C 4.459 -3.592 -6.798
H 4.066 -3.739 -3.346
H 3.339 -2.549 -4.371
H 5.107 -2.821 -4.386
H 6.084 -4.972 -5.014
H 5.208 -5.982 -6.116
H 4.742 -6.185 -3.193
H 5.469 -7.366 -4.168
H 3.105 -7.806 -3.819
H 3.398 -7.576 -5.544
H 2.466 -4.956 -2.757
H 1.453 -6.374 -2.720
H 0.769 -4.898 -3.412
H 0.344 -7.375 -4.794
H 1.170 -7.255 -6.373
H 0.200 -6.014 -5.827
H 5.503 -3.278 -6.812
H 3.883 -2.736 -7.149
H 4.404 -4.241 -7.671
C -5.463 -2.845 -3.713
C -4.607 -3.682 -2.815
C -3.977 -2.773 -1.790
C -4.977 -2.294 -0.711
C -5.446 -3.480 0.073
C -6.235 -4.483 -0.811
N -5.419 -4.713 -2.067
O -5.668 -5.896 -2.789
C -7.608 -3.844 -1.151
C -6.403 -5.778 -0.043
C -3.562 -4.316 -3.650
H -6.084 -3.404 -4.414
H -4.873 -2.149 -4.308
H -6.203 -2.206 -3.232
H -3.596 -1.891 -2.305
H -3.069 -3.171 -1.337
H -5.855 -1.741 -1.045
H -4.571 -1.693 0.102
H -5.996 -3.228 0.979
H -4.555 -3.902 0.539
H -8.280 -3.710 -0.302
H -8.122 -4.501 -1.852
H -7.617 -2.878 -1.656
H -7.141 -6.458 -0.469
H -6.822 -5.646 0.955
H -5.441 -6.287 0.014
H -2.821 -4.918 -3.125
H -2.989 -3.538 -4.155
H -3.951 -4.858 -4.512
C -5.812 -6.594 4.062
C -4.552 -5.747 4.339
C -3.879 -5.675 2.918
C -2.743 -4.693 2.895
C -3.247 -3.235 3.206
C -4.096 -3.065 4.543
N -5.019 -4.298 4.674
O -5.969 -4.250 5.662
C -5.032 -1.765 4.470
C -3.045 -3.001 5.680
C -3.533 -6.271 5.470
H -5.730 -7.432 3.369
H -6.540 -5.926 3.602
H -6.300 -6.968 4.962
H -4.646 -5.354 2.213
H -3.583 -6.698 2.686
H -2.267 -4.783 1.919
H -1.992 -5.034 3.607
H -3.793 -2.831 2.353
H -2.448 -2.495 3.146
H -4.433 -0.877 4.268
H -5.530 -1.570 5.420
H -5.763 -1.842 3.665
H -2.165 -3.635 5.570
H -3.379 -3.014 6.717
H -2.641 -1.988 5.697
H -3.946 -6.014 6.445
H -2.504 -5.919 5.541
H -3.512 -7.354 5.352
C 8.236 -3.054 6.671
C 6.729 -2.872 6.362
C 6.404 -1.499 5.930
C 6.463 -1.168 4.409
C 5.869 -2.200 3.496
C 6.383 -3.629 3.839
N 6.222 -3.882 5.372
O 6.449 -5.212 5.652
C 7.866 -3.677 3.495
C 5.492 -4.578 2.981
C 5.953 -3.100 7.607
H 8.388 -4.018 7.156
H 8.537 -2.365 7.461
H 8.963 -2.894 5.874
H 7.024 -0.758 6.435
H 5.373 -1.260 6.191
H 7.523 -1.116 4.158
H 6.101 -0.176 4.138
H 6.009 -1.842 2.476
H 4.796 -2.087 3.650
H 8.526 -2.826 3.663
H 7.904 -3.874 2.424
H 8.419 -4.504 3.940
H 5.763 -5.560 3.369
H 5.747 -4.518 1.923
H 4.414 -4.492 3.119
H 6.209 -2.510 8.488
H 5.859 -4.152 7.876
H 4.915 -2.962 7.302
C 5.099 0.670 -5.173
C 4.236 1.278 -6.354
C 2.755 0.886 -6.216
C 1.921 1.664 -5.151
C 2.083 3.149 -5.349
C 3.540 3.686 -5.425
N 4.425 2.876 -6.359
O 5.598 3.511 -6.899
C 4.152 3.695 -4.022
C 3.394 5.142 -5.956
C 4.599 0.803 -7.782
H 6.124 1.038 -5.222
H 5.174 -0.399 -5.368
H 4.608 0.911 -4.230
H 2.725 -0.185 -6.019
H 2.197 0.851 -7.152
H 2.314 1.357 -4.182
H 0.841 1.543 -5.072
H 1.459 3.718 -4.660
H 1.489 3.312 -6.248
H 3.781 2.796 -3.529
H 3.886 4.488 -3.323
H 5.235 3.783 -3.939
H 3.001 5.260 -6.966
H 4.350 5.662 -6.017
H 2.772 5.743 -5.293
H 4.716 -0.278 -7.852
H 5.603 1.055 -8.123
H 3.993 1.188 -8.603
Cl -3.202 4.711 0.143
Cl -6.124 0.825 -3.406
C -1.731 -0.501 -5.381
F -1.530 0.660 -4.723
F -2.990 -0.788 -5.159
F -1.617 -0.438 -6.747
S -0.567 -1.910 -4.525
O -0.960 -2.075 -3.077
O -0.879 -3.027 -5.413
O 0.797 -1.371 -4.640
C 1.207 5.507 -1.304
F 1.983 4.425 -1.174
F 0.455 5.305 -2.425
F 0.396 5.519 -0.193
S 2.397 7.085 -1.374
O 2.751 7.119 -2.826
O 1.612 8.278 -1.117
O 3.549 6.857 -0.504
C 5.133 -2.107 -0.384
F 4.134 -2.016 0.460
F 5.987 -3.068 0.027
F 4.644 -2.412 -1.640
S 6.007 -0.411 -0.554
O 6.777 -0.449 -1.817
O 4.937 0.599 -0.573
O 6.820 -0.357 0.653
C 1.111 -4.614 4.630
F 0.644 -5.661 5.386
F 1.777 -5.070 3.564
F 0.119 -3.746 4.194
S 2.308 -3.617 5.773
O 3.386 -4.568 6.080
O 2.852 -2.484 5.061
O 1.537 -3.236 6.992
C -1.519 2.188 5.602
F -2.669 1.777 6.162
F -1.658 3.415 5.098
F -0.577 2.192 6.593
S -1.094 0.973 4.189
O -0.823 -0.329 4.782
O -2.231 0.992 3.247
O 0.044 1.576 3.476
C -1.088 -7.916 -1.279
F -0.083 -7.683 -0.468
F -0.853 -7.415 -2.539
F -1.284 -9.222 -1.370
S -2.724 -7.158 -0.750
O -3.159 -7.919 0.403
O -2.442 -5.749 -0.475
O -3.624 -7.294 -1.910
*
```

Computed properties:
**Total energy**: -11553.8270 hartree
**LUMO**: -10.20 eV
**Kohn-Sham gap**: 3.0843 eV
**HOMO**: -13.286 eV

Atom charges from the Löwdin analysis, given in e for atoms 1 to 8: C 0.024; C -0.279; O 0.061; N 0.068; H 0.040; H -0.041; C 0.084; H 0.084